Computed, not measured: C54H72F18MgN3O48S6 as an isolated structure, with the ωB97M-V functional and the def2-TZVPD basis.

```
! wB97M-V def2-TZVPD RIJCOSX def2/J DEFGRID3
* xyz -1 1
Mg 2.31181 0.39313 1.75769
C -4.60455 2.80605 -8.35022
F -4.15346 3.45769 -9.36364
F -5.93604 2.95320 -8.35698
F -4.32353 1.48975 -8.43167
S -3.71755 3.33047 -6.63232
O -3.14059 4.62512 -6.84594
O -4.67325 3.28640 -5.52143
N -2.27477 2.30451 -6.61125
S -2.69628 1.10841 -5.68773
O -2.35487 1.18515 -4.27721
O -3.98219 0.56835 -6.01282
C -1.70371 -0.40741 -6.30924
F -0.36023 -0.28650 -6.21401
F -2.13137 -1.54241 -5.69093
F -1.95094 -0.66002 -7.64123
C 4.15470 1.24419 5.60225
F 2.98820 1.87338 5.78021
F 5.04732 1.67467 6.40338
F 3.91642 -0.05956 5.88275
S 4.72125 1.45490 3.67624
O 5.64220 2.54442 3.72188
O 5.33609 0.22202 3.21310
N 3.22709 1.66393 2.73834
S 3.02500 3.21001 2.79142
O 1.80163 3.58482 2.08060
O 3.10342 3.80458 4.04669
C 4.37901 4.10732 1.50053
F 5.30944 3.19928 1.10360
F 3.61486 4.61616 0.42537
F 4.90618 5.13235 2.13667
C 1.13445 -3.13881 0.66925
F 0.57386 -3.11906 1.90009
F 2.41699 -3.53315 0.69446
F 0.39659 -3.96824 0.01285
S 0.73854 -1.51046 -0.25631
O 1.78899 -1.26789 -1.16990
O -0.50783 -1.77081 -0.87954
N 0.75763 -0.30141 1.04608
S -0.82762 0.17319 1.10688
O -1.87858 -0.88889 1.22179
O -0.86521 1.20386 2.13557
C -1.08888 1.18703 -0.54802
F 0.14415 1.65756 -0.98675
F -1.49041 0.39784 -1.55130
F -1.79898 2.21415 -0.29528
C 2.62314 5.29503 -2.57965
C 2.78534 3.78291 -2.80212
C 4.29464 3.37163 -2.64189
O 4.35761 2.23792 -1.76817
C 3.09618 2.18813 -1.15011
O 2.87892 1.54578 -0.11106
O 2.23731 3.07836 -1.71975
H 3.35291 5.71107 -1.88507
H 1.65828 5.56592 -2.15096
H 2.82773 5.86409 -3.48652
H 2.35964 3.54110 -3.77598
H 5.02212 3.98781 -2.11350
H 4.79904 2.98400 -3.52700
C -7.11867 -1.35742 3.42313
C -6.74172 0.04344 3.11332
C -5.30552 0.44101 3.60028
O -4.62609 0.80462 2.42347
C -5.39070 0.58026 1.31060
O -4.99761 0.66721 0.13501
O -6.59378 0.07555 1.73932
H -8.11963 -1.55683 3.04050
H -7.09739 -1.39098 4.51241
H -6.43890 -2.11637 3.03583
H -7.49317 0.76578 3.43212
H -4.86746 -0.41064 4.12077
H -5.50675 1.24956 4.30303
C 5.40884 -2.65737 -5.29112
C 4.48200 -3.75102 -5.75881
C 5.09387 -5.08872 -6.35452
O 4.48062 -6.12474 -5.61062
C 3.90024 -5.61550 -4.57228
O 3.45790 -6.19216 -3.61339
O 3.71315 -4.28394 -4.73670
H 5.38019 -2.37173 -4.23960
H 5.20792 -1.71863 -5.80736
H 6.44441 -2.90827 -5.52078
H 3.71095 -3.40488 -6.44711
H 6.14822 -5.05706 -6.07985
H 4.93981 -5.22977 -7.42432
C -4.87954 3.74201 -1.25516
C -5.77313 5.03675 -0.96712
C -6.56130 5.00313 0.26597
O -6.04523 6.02841 0.98435
C -5.06567 6.59705 0.39986
O -4.53145 7.61785 0.79462
O -4.93020 6.10913 -0.88271
H -5.66885 2.99358 -1.32556
H -4.30405 3.48091 -0.36705
H -4.31714 3.83290 -2.18443
H -6.31218 5.36000 -1.85764
H -6.42107 3.99370 0.65261
H -7.61783 5.22777 0.11976
C -3.10912 4.62914 3.34007
C -1.96020 4.11102 4.13180
C -0.64589 4.43484 3.65483
O -0.06482 5.19950 4.70926
C -0.97714 5.38721 5.68271
O -0.88243 6.14302 6.64319
O -1.95521 4.61053 5.40310
H -3.24096 4.17028 2.36019
H -3.15196 5.69298 3.10663
H -4.08091 4.44707 3.79895
H -2.05583 3.02525 4.12546
H -0.52170 4.84743 2.65361
H 0.02577 3.57719 3.61736
C 3.96781 -6.91450 1.69832
C 4.22310 -6.41107 0.18012
C 4.93212 -5.12761 0.23027
O 6.02961 -5.13535 -0.70273
C 6.18695 -6.41939 -1.11367
O 7.21419 -6.74739 -1.78308
O 5.27579 -7.21248 -0.42510
H 3.26553 -6.24123 2.18986
H 4.90019 -6.99148 2.25763
H 3.45735 -7.87045 1.81532
H 3.38610 -6.28793 -0.50717
H 5.24126 -4.90520 1.25158
H 4.40473 -4.22391 -0.07518
C -6.23177 -5.32291 5.94258
C -4.77479 -5.51866 5.38238
C -4.31234 -4.70211 4.22670
O -4.03331 -3.50527 4.83522
C -3.40485 -3.82713 6.00549
O -2.83405 -2.97702 6.68754
O -3.91575 -5.03117 6.41642
H -6.96914 -5.69112 5.22927
H -6.37955 -4.27580 6.20682
H -6.23858 -5.94205 6.83964
H -4.50041 -6.54805 5.15181
H -5.05263 -4.40780 3.48276
H -3.57793 -5.16361 3.56658
C -1.25336 -0.22644 6.42086
C 0.17301 -0.61257 6.23992
C 0.27506 -2.08234 5.83071
O 1.30174 -2.10381 4.88953
C 1.64501 -0.86808 4.53026
O 2.44484 -0.58074 3.65215
O 0.80721 -0.01250 5.17497
H -1.97389 -0.58266 5.68463
H -1.38206 0.85583 6.43601
H -1.66931 -0.75011 7.28159
H 0.78637 -0.33466 7.09704
H -0.68417 -2.33206 5.37726
H 0.60337 -2.65144 6.70044
C 7.56600 -3.29087 1.35935
C 6.95747 -1.98586 0.95012
C 6.62033 -1.85222 -0.55637
O 5.36773 -1.09462 -0.37675
C 4.80744 -1.38642 0.72794
O 3.69257 -0.97828 1.06623
O 5.65730 -2.08455 1.45902
H 7.23804 -4.31967 1.21061
H 8.08813 -3.15749 2.30681
H 8.47898 -3.41982 0.77802
H 7.38905 -1.02875 1.24300
H 6.65181 -2.85753 -0.97643
H 7.32409 -1.21013 -1.08603
C 1.57942 -1.31300 -4.36144
C 2.19870 0.12401 -4.15911
C 3.15032 0.57766 -5.28917
O 2.66291 1.72609 -5.82666
C 1.48952 1.87466 -5.41548
O 0.65516 2.66649 -5.83978
O 1.16432 1.01328 -4.42401
H 0.53146 -1.44786 -4.09370
H 2.19207 -2.03366 -3.81977
H 1.52369 -1.62210 -5.40520
H 2.53700 0.27850 -3.13452
H 3.15429 -0.23284 -6.01799
H 4.16593 0.54309 -4.89491
C -2.86801 -6.45322 -1.11460
C -2.45664 -5.21034 -0.34767
C -2.50303 -4.02902 -1.33998
O -3.34858 -2.97451 -0.71771
C -4.04383 -3.52476 0.31815
O -4.89253 -2.95680 1.04069
O -3.59478 -4.89062 0.36527
H -2.28915 -6.61167 -2.02450
H -3.85796 -6.46508 -1.57063
H -2.82794 -7.28484 -0.41110
H -1.57314 -5.21297 0.29070
H -2.72742 -4.36401 -2.35267
H -1.48984 -3.65543 -1.19175
C -0.64556 6.34050 -0.53352
C -1.74978 5.70654 -1.48135
C -2.30544 6.75613 -2.43990
O -2.45326 5.93669 -3.60743
C -1.60992 4.83614 -3.57158
O -1.45815 4.11287 -4.53712
O -1.18525 4.70325 -2.36029
H 0.09095 6.77597 -1.20880
H -0.16275 5.50881 -0.02040
H -0.99601 7.16696 0.08474
H -2.61670 5.19761 -1.05999
H -1.66195 7.62486 -2.57890
H -3.24170 7.09857 -1.99916
*
```

Summary:
Kohn-Sham gap, eV: 6.9
LUMO energy, eV: 1.2
E_tot, eV: -279280.54461
Relative energy (zero: lowest compared OMol25 entry of this formula, charge and spin), kcal per mole: 0.00


Computed, not measured: a 10-piece molecular cluster, C54H75BF9N4O35S overall, with the ωB97M-V functional and the def2-TZVPD basis.

```
! wB97M-V def2-TZVPD RIJCOSX def2/J DEFGRID3
* xyz 1 1
C 5.75786 -1.90300 -0.10060
C 5.12098 -0.97706 -1.11547
C 3.67426 -1.44666 -1.38537
C 2.72544 -0.25598 -1.61475
C 1.22238 -0.52858 -1.41096
C 0.84639 -1.87931 -2.04963
C 0.96175 -3.18385 -1.25155
N 1.33113 -4.25439 -2.19265
C 0.17913 -4.76473 -2.95302
C 0.53274 -4.98904 -4.42847
C 2.10738 -5.28130 -1.57763
C 1.41695 -6.45060 -0.94827
O 3.30227 -5.20130 -1.58450
C 0.46479 0.55547 -2.21749
C 1.04094 1.96025 -2.13641
C 0.65231 2.83945 -1.11515
C 1.13978 4.14804 -1.13012
C 1.95731 4.53385 -2.18652
C 2.29061 3.57244 -3.14620
N 1.84910 2.31663 -3.13486
N -0.95659 0.60091 -1.94740
C -1.60599 -0.03594 -0.80760
C -2.62608 -1.12227 -1.34395
C -2.88625 -1.03252 -2.83666
O -3.53304 0.19041 -3.19520
C -4.37866 0.14906 -4.22645
O -4.55512 1.07456 -4.93314
B -2.46436 1.10398 -0.08918
O -3.68007 1.49764 -0.57339
O -1.89128 1.73836 0.99751
C -2.67127 1.81224 2.19923
C -0.65796 -0.67285 0.21234
N 0.78690 -0.32633 0.01357
C 1.59937 -0.94630 1.10238
C 1.41845 -0.16596 2.41740
C 2.65109 0.68943 2.78252
C 2.47789 2.17709 2.40876
S 3.97418 2.89829 1.79722
O 5.09942 2.29480 2.45279
O 3.86531 4.32755 1.83419
O 3.87511 2.37971 0.29816
H 5.24684 -1.83903 0.86200
H 5.67939 -2.93883 -0.43242
H 6.81244 -1.68195 0.05773
H 5.71348 -1.02039 -2.00747
H 5.13380 0.03551 -0.71278
H 3.38959 -2.08633 -0.55871
H 3.70937 -2.02553 -2.30505
H 2.81010 0.01045 -2.66434
H 3.01659 0.59367 -0.99710
H -0.16050 -1.80409 -2.45797
H 1.49504 -1.99733 -2.91197
H 0.00941 -3.45334 -0.78192
H 1.72486 -3.15695 -0.48091
H -0.60485 -4.00929 -2.92729
H -0.25174 -5.66685 -2.51038
H -0.12143 -5.74131 -4.86407
H 0.35982 -4.06326 -4.97490
H 1.58183 -5.24947 -4.54845
H 1.30764 -7.20498 -1.73273
H 0.41285 -6.23599 -0.60747
H 2.03200 -6.90867 -0.18273
H 0.61577 0.24920 -3.25652
H -0.03513 2.54520 -0.32885
H 0.84462 4.86084 -0.37161
H 2.33268 5.54110 -2.28971
H 2.91039 3.86125 -3.98335
H -1.35399 1.49691 -2.17979
H -3.57525 -1.06710 -0.81248
H -2.24530 -2.13487 -1.18202
H -3.53453 -1.87493 -3.10259
H -1.97552 -1.16039 -3.41578
H -4.94136 -0.78367 -4.33369
H -3.58670 2.44729 -0.81255
H -2.32874 1.04285 2.89406
H -3.72851 1.66614 2.00227
H -2.51259 2.78126 2.65279
H -0.89837 -0.25996 1.18853
H -0.76672 -1.74656 0.32398
H 0.84217 0.68633 0.16638
H 1.20937 -1.94562 1.26442
H 2.65215 -0.96286 0.86265
H 1.21472 -0.86232 3.21836
H 0.58408 0.53313 2.33407
H 2.85328 0.61946 3.84703
H 3.54824 0.31352 2.29388
H 2.28624 2.78644 3.28706
H 1.72352 2.34335 1.64048
H 4.68538 2.65496 -0.16502
C -4.20456 6.76592 0.48107
C -2.73845 6.86059 0.12139
O -2.46494 5.55449 -0.38366
C -3.61696 5.07274 -0.89875
O -3.66474 4.13537 -1.64897
O -4.66387 5.79278 -0.49541
F -1.95200 7.08874 1.20608
H -4.34657 6.36972 1.47524
H -4.74221 7.70068 0.38184
H -2.50341 7.58897 -0.64861
C 0.46069 10.28203 -1.07713
C 1.08155 9.47911 -2.20320
O 0.06652 8.52779 -2.47982
C -1.12678 9.08219 -2.14235
O -2.18589 8.65596 -2.47089
O -0.93647 10.17959 -1.38179
F 2.20616 8.83510 -1.81937
H 0.65780 9.81783 -0.11006
H 0.77518 11.32085 -1.05487
H 1.29237 10.04894 -3.10903
C 1.26119 -3.03961 6.76821
C 0.93635 -4.49125 6.47384
O 0.32081 -4.39649 5.19236
C 0.83466 -3.30848 4.56855
O 0.73314 -3.09390 3.40337
O 1.47355 -2.51415 5.44752
F 0.05531 -5.00836 7.35316
H 0.41251 -2.53419 7.22943
H 2.14609 -2.90420 7.38267
H 1.80209 -5.15100 6.40642
C -3.77418 8.72839 6.06878
C -4.18268 7.27089 5.99443
O -4.91491 7.23063 4.78442
C -4.43324 8.21108 3.97222
O -4.64201 8.28910 2.80707
O -3.67513 9.07242 4.68189
F -4.98877 6.90179 7.01853
H -4.55152 9.32990 6.54161
H -2.82736 8.89252 6.57430
H -3.35137 6.56607 5.93094
C -1.69080 -6.47572 3.05590
C -2.02690 -7.90895 2.70045
O -2.60065 -7.77298 1.41335
C -2.06138 -6.67256 0.83614
O -2.12038 -6.42464 -0.32355
O -1.43098 -5.90932 1.76100
F -2.93747 -8.44665 3.54342
H -2.54172 -5.96846 3.51344
H -0.82600 -6.38292 3.70575
H -1.16143 -8.57034 2.63551
C 8.34934 -3.40523 -2.79011
C 9.74568 -2.83070 -2.91545
O 9.52048 -1.66965 -3.69690
C 8.24958 -1.24816 -3.46401
O 7.81724 -0.18368 -3.74937
O 7.54112 -2.22397 -2.84176
F 10.58664 -3.66133 -3.57044
H 8.10697 -4.05092 -3.63451
H 8.18248 -3.94509 -1.86211
H 10.20479 -2.53964 -1.96918
C -7.41046 2.26653 3.69048
C -7.85244 3.40912 2.79726
O -6.75079 4.29875 2.89641
C -5.64502 3.56834 3.15821
O -4.52728 3.96324 3.04671
O -5.98258 2.31917 3.54659
F -8.96516 4.01783 3.25464
H -7.67957 2.45496 4.73018
H -7.79355 1.29859 3.38265
H -8.00012 3.14012 1.75034
C -0.15596 -12.62410 1.59506
C -0.75153 -11.54470 0.71511
O 0.01951 -10.41070 1.07719
C 1.24378 -10.85439 1.49584
O 2.19353 -10.16065 1.62925
O 1.20051 -12.18272 1.72659
F -2.05233 -11.30787 0.99935
H -0.63268 -12.63724 2.57640
H -0.19796 -13.61717 1.15620
H -0.64844 -11.71992 -0.35642
C -2.12732 2.53529 -6.40693
C -1.52217 1.73844 -5.27030
O -0.16168 2.13331 -5.32859
C -0.10443 3.39114 -5.85840
O 0.85264 4.09376 -5.80840
O -1.28863 3.70354 -6.42752
F -1.59815 0.39655 -5.46113
H -2.03032 2.00315 -7.35470
H -3.16597 2.80337 -6.24155
H -1.93106 1.97541 -4.28602
*
```

Summary:
Kohn-Sham gap, eV: 8.9
LUMO energy, eV: -1.8
E_tot, eV: -170803.76270